71
Properties=species:S:1:pos:R:3:lowdin_charge:R:1 method="wB97M-V/def2-TZVPD" molar_mass_g_mol=786.43 lumo_energy_ev="-1.1061 / -1.3017" spin_multiplicity=3 homo_energy_ev="-6.258 / -6.260" e_tot_ha=-5825.510326 charge=0
V 0.31199 -0.76800 -0.15730 0.937
C -0.64841 -3.27310 3.44780 -0.053
C -0.28081 -2.71510 2.06990 -0.228
N -0.06641 -1.25580 1.97660 -0.219
C 0.91709 -0.81000 2.98160 -0.220
C 2.30339 -1.40790 2.78150 -0.043
C -1.32831 -0.53490 2.21730 -0.159
C -2.28591 -0.69170 1.03400 -0.169
N -1.49781 -0.67970 -0.17230 -0.123
C -2.11751 -0.74040 -1.37040 -0.192
C -1.32461 -0.58060 -2.53010 -0.187
F 0.01299 -0.34780 -2.34770 0.025
C -1.83011 -0.65670 -3.81110 -0.211
F -1.01031 -0.52250 -4.85540 0.115
C -3.17951 -0.89120 -4.03140 0.091
C -3.98261 -1.07870 -2.92310 -0.204
F -5.28081 -1.35690 -3.09040 0.104
C -3.47991 -1.01740 -1.63290 -0.121
F -4.33671 -1.28250 -0.61990 0.077
H -0.93561 -4.31390 3.32620 0.084
H 0.18149 -3.23350 4.14660 0.073
H -1.49691 -2.75250 3.88290 0.072
H 0.62799 -3.20730 1.71240 0.116
H -1.08941 -2.96260 1.38190 0.096
H 0.99779 0.28020 2.91500 0.115
H 0.54599 -1.04870 3.98960 0.123
H 2.61559 -1.26870 1.74790 0.059
H 3.01129 -0.88190 3.41740 0.089
H 2.34129 -2.46710 3.02960 0.077
H -1.81151 -0.87070 3.14420 0.126
H -1.08621 0.52210 2.34250 0.106
H -2.86911 -1.62000 1.13670 0.122
H -3.00571 0.14090 1.04230 0.144
H -3.58861 -0.92370 -5.02550 0.140
O 3.89709 -2.35880 -1.23880 0.129
C 2.73969 -2.08550 -1.00020 -0.424
N 2.21709 -0.94430 -0.47530 -0.015
C 2.99809 0.17550 -0.41510 -0.421
O 4.14239 0.32250 -0.78280 0.138
C 2.20099 1.27470 0.21440 -0.157
C 2.80859 2.43530 0.67690 0.040
C 2.02989 3.38130 1.32110 -0.005
C 0.65759 3.16430 1.36240 -0.028
C 0.12839 2.01500 0.79630 -0.161
N 0.88689 1.02900 0.30560 -0.003
C 1.62919 -3.05890 -1.24710 -0.146
C 1.88989 -4.26380 -1.89040 0.037
C 0.83939 -5.12290 -2.15360 -0.017
C -0.43421 -4.72060 -1.76380 -0.018
C -0.59951 -3.50280 -1.13090 -0.095
N 0.40889 -2.66730 -0.85460 0.017
H 3.87429 2.54540 0.53910 0.129
H 2.47369 4.25590 1.77220 0.121
H 0.00549 3.88280 1.83360 0.118
H -0.94401 1.88500 0.74060 0.094
H 2.91039 -4.48450 -2.17090 0.130
H 1.00079 -6.06890 -2.64990 0.118
H -1.29141 -5.34880 -1.95220 0.115
H -1.59411 -3.19590 -0.83200 0.118
F 0.76239 7.94880 0.34530 0.103
C 0.37309 6.80930 -0.24150 -0.150
C -0.73701 6.11680 0.22860 -0.167
F -1.43291 6.58050 1.27790 0.099
C -1.10161 4.92340 -0.36970 -0.306
F -2.13971 4.23330 0.13760 0.041
C -0.39951 4.37370 -1.44240 -0.606
Se -0.91291 2.74530 -2.19220 0.655
C 0.70599 5.09460 -1.89990 -0.271
F 1.43059 4.59740 -2.90670 0.065
C 1.08829 6.29280 -1.31900 -0.151
F 2.15399 6.95870 -1.77920 0.107

***

63
Properties=species:S:1:pos:R:3:lowdin_charge:R:1 method="wB97M-V/def2-TZVPD" molar_mass_g_mol=659.86 lumo_energy_ev="-11.7821 / -11.7813" homo_energy_ev="-16.435 / -16.437" e_tot_ha=-2730.745745 charge=+3
Zr -1.15193 1.25213 -0.44778 1.738
O 0.24230 3.10087 -0.29037 -0.417
S -0.66858 3.62604 0.84516 0.634
O -0.85178 5.07348 0.92553 -0.195
O -1.93539 2.77771 0.85733 -0.428
C 0.09455 3.04670 2.40092 -0.260
C 0.11427 3.97282 3.43876 -0.019
C 0.83948 3.75233 4.63185 -0.003
C 1.62108 2.62490 4.67517 -0.008
C 1.30615 1.55435 3.79179 -0.088
C 0.59283 1.75167 2.64115 -0.366
P 0.32032 0.35319 1.45488 1.018
C -0.30456 -0.88034 2.61193 -0.358
C -0.32508 -2.18830 2.11804 -0.117
C -1.28063 -3.13391 2.48753 -0.060
C -2.15938 -2.87661 3.53315 -0.022
C -2.09636 -1.58912 4.12437 -0.024
C -1.21407 -0.59144 3.66825 -0.048
C 2.01593 -0.09677 0.92490 -0.352
C 2.15955 -1.05748 -0.03740 -0.142
C 3.41710 -1.32304 -0.63717 -0.047
C 4.49834 -0.51779 -0.29913 -0.049
C 4.35793 0.32746 0.78140 -0.054
C 3.13561 0.70454 1.33365 -0.031
H -0.50952 4.86723 3.33518 0.134
H 0.73073 4.46532 5.48370 0.153
H 2.55102 2.62740 5.24619 0.140
H 1.77478 0.58669 4.02041 0.143
H 0.43959 -2.51595 1.44524 0.086
H -1.29890 -4.04426 1.81360 0.139
H -3.04513 -3.41567 3.72158 0.107
H -2.78490 -1.38974 4.89563 0.105
H -1.16829 0.40771 4.13419 0.119
H 1.32001 -1.68269 -0.40875 0.101
H 3.53761 -2.06544 -1.48558 0.140
H 5.49842 -0.77181 -0.68791 0.137
H 5.31026 0.75003 1.15294 0.137
H 3.07663 1.53612 2.08149 0.124
N -1.01409 -1.10954 -3.66241 0.159
C 0.02334 -0.83892 -4.52311 -0.208
C 0.29837 -1.67118 -5.60187 0.000
C 1.44774 -1.53825 -6.34888 -0.018
C 2.30247 -0.43844 -6.12903 0.016
C 2.09902 0.44322 -5.02559 -0.072
C 0.97477 0.26611 -4.23012 -0.417
S 0.69275 1.67350 -3.19325 1.080
N -0.74065 0.95195 -2.43375 -0.422
C -1.38023 -0.19104 -2.67489 -0.309
C -2.43962 -0.58616 -1.80295 -0.193
C -2.98687 -1.90757 -1.72251 0.067
C -4.01529 -2.11702 -0.78348 0.069
C -4.68911 -1.04875 -0.08994 0.030
C -4.15058 0.15714 -0.20395 -0.037
N -2.98482 0.39894 -0.94094 -0.088
H -1.63818 -1.83036 -4.02769 0.170
H -0.45126 -2.44727 -5.88069 0.148
H 1.54620 -2.22895 -7.16942 0.128
H 3.14174 -0.28517 -6.73766 0.109
H 2.76790 1.27642 -4.87816 0.118
H -2.61762 -2.67819 -2.42101 0.141
H -4.25905 -3.18255 -0.56468 0.156
H -5.50446 -1.18888 0.57644 0.138
H -4.58249 1.10266 0.18771 0.167

***

64
Properties=species:S:1:pos:R:3:lowdin_charge:R:1 method="wB97M-V/def2-TZVPD" molar_mass_g_mol=1144.33 lumo_energy_ev=-10.4348 homo_energy_ev=-15.964 e_tot_ha=-14053.948171 charge=+3
Re 2.08412 -2.39657 -0.51200 0.459
Br 2.80030 2.26772 5.21304 0.859
C 2.32897 0.88307 4.04061 -0.678
C 2.02582 -0.37694 4.54429 -0.080
C 1.67674 -1.39844 3.67932 -0.003
C 1.61934 -1.14961 2.31054 -0.267
C 1.94485 0.10518 1.80638 -0.042
C 2.29780 1.12211 2.67188 -0.108
N 1.24730 -2.18555 1.39091 -0.070
C 0.44246 -3.12889 1.74534 0.003
C 0.17144 -4.19513 0.79420 -0.225
C -0.64849 -5.26966 1.04969 0.054
C -0.82091 -6.22657 0.04630 0.035
C -0.16806 -6.06706 -1.16195 0.023
C 0.65370 -4.96308 -1.34900 -0.054
N 0.81957 -4.04547 -0.39261 -0.101
H 2.08936 -0.56408 5.60715 0.122
H 1.50351 -2.38593 4.08800 0.124
H 1.91757 0.28781 0.74019 0.056
H 2.55187 2.10127 2.29150 0.113
H -0.02709 -3.13961 2.72373 0.156
H -1.13966 -5.36973 2.00806 0.143
H -1.45760 -7.08439 0.21781 0.142
H -0.27863 -6.78725 -1.95999 0.138
H 1.19660 -4.80076 -2.27005 0.130
Se 4.73888 -3.24309 -4.49397 0.223
Sb 4.96583 -1.53935 -3.01649 0.163
Se 1.61518 -0.92658 -2.09002 0.239
Se 4.24683 -2.90687 -0.37457 0.263
Se 5.71785 0.47808 -2.30084 0.202
C -0.82392 2.43912 3.75625 -0.041
C -1.45841 1.30745 3.25252 -0.052
C -1.58962 1.14380 1.88620 -0.099
C -1.06622 2.10371 1.00309 -0.280
C -0.41168 3.23139 1.52920 -0.080
C -0.30093 3.39955 2.89905 -0.051
Si -1.32655 2.01238 -0.79093 1.032
C -2.74205 1.14626 -1.50471 -0.281
C -3.91817 0.94952 -0.75896 -0.080
C -5.02725 0.37199 -1.34780 -0.042
C -4.97476 -0.02336 -2.68014 -0.023
C -3.81749 0.15644 -3.43135 -0.047
C -2.70872 0.74409 -2.85256 -0.094
C -0.13869 2.84009 -1.88003 -0.292
C 1.21380 2.93177 -1.51585 -0.121
C 2.10381 3.63148 -2.31012 -0.055
C 1.65335 4.25983 -3.46728 -0.026
C 0.31868 4.17803 -3.84234 -0.035
C -0.57319 3.46505 -3.06005 -0.072
H -0.74436 2.57822 4.82656 0.123
H -1.87424 0.57656 3.93319 0.119
H -2.11580 0.27896 1.49666 0.101
H -0.01650 3.99227 0.86640 0.112
H 0.17797 4.28190 3.30144 0.125
H -3.97473 1.27972 0.27158 0.106
H -5.93863 0.24350 -0.78045 0.123
H -5.84794 -0.46578 -3.14131 0.125
H -3.79430 -0.14586 -4.46923 0.120
H -1.81490 0.90129 -3.44552 0.101
H 1.56530 2.46574 -0.60044 0.088
H 3.14477 3.70878 -2.02541 0.113
H 2.34661 4.82578 -4.07546 0.125
H -0.02553 4.67939 -4.73637 0.125
H -1.61510 3.41631 -3.35329 0.113

***

67
Properties=species:S:1:pos:R:3:lowdin_charge:R:1 method="wB97M-V/def2-TZVPD" molar_mass_g_mol=930.30 lumo_energy_ev="-5.9610 / -7.8875" spin_multiplicity=5 homo_energy_ev="-13.607 / -13.951" e_tot_ha=-3238.254628 charge=+2
Pd -0.98149 0.57822 0.37277 0.749
C -4.90578 -1.60403 -1.43033 0.008
C -4.40986 -2.04670 -0.10437 -0.195
N -4.81267 -3.19610 0.38947 0.154
C -4.35476 -3.58403 1.57811 -0.003
C -3.48785 -2.82707 2.39808 -0.102
C -3.07973 -3.35910 3.75315 -0.177
O -1.70318 -3.14215 4.01635 -0.050
C -3.03007 -1.61622 1.93049 -0.059
C -2.28508 -0.73126 2.82883 -0.054
N -1.49682 0.20033 2.46235 -0.054
C -0.87140 1.00883 3.44781 -0.343
C -0.27342 0.45353 4.57169 -0.005
C 0.34224 1.28240 5.49909 -0.043
C 0.36128 2.65452 5.30498 -0.053
C -0.22824 3.21384 4.17774 -0.130
C -0.83211 2.38813 3.24661 -0.628
I -1.78147 3.20411 1.56381 1.080
C -3.43704 -1.20538 0.60295 -0.261
O -3.02019 -0.17924 0.01779 -0.036
H -5.66035 -2.29795 -1.78694 0.097
H -4.07671 -1.55959 -2.14142 0.100
H -5.31191 -0.59292 -1.37304 0.103
H -4.70051 -4.54945 1.93271 0.137
H -3.34519 -4.41452 3.83075 0.134
H -3.63768 -2.83840 4.53590 0.143
H -1.19045 -3.89180 3.69677 0.110
H -2.47295 -0.86482 3.89242 0.147
H -0.27541 -0.62197 4.70264 0.122
H 0.80916 0.85181 6.37413 0.120
H 0.83569 3.29970 6.03152 0.120
H -0.22196 4.28609 4.03546 0.106
Cl 3.48212 3.83081 -4.01021 0.841
C 2.17381 2.96534 -3.35359 -0.574
C 1.17614 2.51477 -4.20071 -0.143
C 0.09796 1.79064 -3.71939 -0.632
I -1.38570 1.13467 -4.97486 1.090
C -0.00062 1.48171 -2.32227 -0.409
O -0.92599 0.78408 -1.84579 -0.115
C 1.05607 1.97873 -1.43857 -0.160
N 0.93948 1.65536 -0.13998 0.023
C 1.87845 2.04681 0.70627 -0.091
C 2.98568 2.79316 0.29920 0.006
C 3.11786 3.13145 -1.02662 0.017
C 2.13586 2.71340 -1.93799 -0.170
H 1.25159 2.73882 -5.25609 0.113
H 1.74803 1.75733 1.74261 0.121
H 3.72404 3.09563 1.02792 0.127
H 3.96530 3.70950 -1.36860 0.112
N 2.73001 -2.13053 -0.24512 0.149
C 1.51976 -1.64807 -0.51188 -0.808
S 0.36433 -1.51350 0.74327 0.721
N 1.22175 -1.26179 -1.75186 0.073
C 2.12719 -0.96510 -2.81869 -0.243
C 1.79027 -1.36668 -4.10366 -0.017
C 2.59902 -0.99752 -5.16828 -0.049
C 3.74482 -0.24583 -4.94799 -0.055
C 4.08144 0.14409 -3.65837 -0.067
C 3.26919 -0.20260 -2.58876 -0.046
H 2.93787 -2.43439 0.69156 0.113
H 3.37008 -2.37267 -0.98716 0.129
H 0.24823 -1.03549 -1.90774 0.111
H 0.90032 -1.96211 -4.26528 0.124
H 2.33794 -1.30950 -6.17039 0.120
H 4.38023 0.02852 -5.77902 0.119
H 4.97705 0.72602 -3.48395 0.116
H 3.51629 0.12613 -1.58627 0.116